{
  "formula": "CH2Cl3F",
  "method": "ωB97M-V/def2-TZVPD",
  "elements": ["F", "H", "Cl", "Cl", "H", "C", "Cl"],
  "positions_angstrom": [[2.084, -0.400, 0.696], [1.710, -0.291, -1.263], [-0.086, -1.378, -0.209], [-1.999, 0.142, 0.147], [-2.283, 1.088, 0.963], [1.210, -0.183, -0.303], [0.588, 1.465, -0.181]],
  "forces_ev_per_a": [[0.05, -0.02, 0.08], [-0.07, 0.03, 0.12], [2.73, -2.20, -0.67], [-2.87, 1.68, 0.85], [-0.44, 0.20, -0.09], [-0.20, -0.03, -0.21], [0.79, 0.34, -0.09]],
  "nbo_charge": [-0.319, 0.194, 0.006, -0.261, 0.250, 0.149, -0.018],
  "largest_force_ev_per_a": 3.6,
  "gap_ev": 10.688,
  "homo_energy_ha": -0.3671,
  "lumo_ev": 0.699,
  "total_energy_ha": -1519.69119
}



{
  "formula": "CH2ClFO2",
  "method": "ωB97M-V/def2-TZVPD",
  "elements": ["F", "H", "H", "Cl", "C", "O", "O"],
  "positions_angstrom": [[3.275, 1.236, -1.125], [-0.341, -1.240, -0.314], [0.055, 0.143, 0.462], [3.703, -0.972, 0.080], [3.203, 0.671, 0.057], [0.360, -0.653, -0.002], [2.785, 1.270, 0.991]],
  "forces_ev_per_a": [[0.35, -0.35, -0.65], [-0.12, 0.74, 0.42], [-0.47, -0.72, -0.36], [0.15, 0.20, -0.29], [-0.93, 0.64, 1.35], [0.63, 0.04, -0.05], [0.40, -0.56, -0.41]],
  "nbo_charge": [-0.297, 0.485, 0.487, 0.019, 0.799, -0.971, -0.521],
  "largest_force_ev_per_a": 1.8,
  "smiles": "O=C(F)Cl.O",
  "gap_ev": 12.258,
  "homo_energy_ha": -0.4291,
  "lumo_ev": 0.581,
  "de_lowest_kj_mol": 41.9,
  "total_energy_ha": -749.84464
}



{
  "formula": "CH2ClIOS",
  "method": "ωB97M-V/def2-TZVPD",
  "elements": ["I", "H", "S", "H", "O", "C", "Cl"],
  "positions_angstrom": [[1.092, 2.164, 0.482], [-1.133, 0.961, -0.359], [0.488, -0.919, 0.685], [0.199, 0.415, -1.393], [-0.427, -0.874, 1.746], [-0.032, 0.636, -0.374], [-0.187, -2.383, -0.788]],
  "forces_ev_per_a": [[0.38, 0.51, 0.03], [1.53, -1.09, 0.56], [0.41, 1.23, -3.89], [0.61, 0.12, -0.60], [-1.90, -0.43, 2.89], [-1.24, -0.91, 0.48], [0.22, 0.57, 0.53]],
  "nbo_charge": [0.155, 0.264, 1.343, 0.234, -0.885, -0.779, -0.331],
  "largest_force_ev_per_a": 4.1,
  "gap_ev": 9.657,
  "homo_energy_ha": -0.3677,
  "lumo_ev": -0.347,
  "de_lowest_kj_mol": 9.7,
  "total_energy_ha": -1270.57241
}



{
  "formula": "CH2ClN2O2",
  "method": "ωB97M-V/def2-TZVPD",
  "elements": ["N", "C", "H", "N", "H", "O", "O", "Cl"],
  "positions_angstrom": [[0.915, -1.805, 0.717], [-0.519, -0.986, 0.604], [-0.158, -0.441, -0.272], [1.317, -2.075, -0.464], [-1.293, -1.763, 0.352], [2.381, -2.623, -0.595], [0.612, -1.691, -1.479], [-0.666, 0.034, 1.957]],
  "forces_ev_per_a": [[-2.97, 1.10, 1.76], [4.09, -2.95, -2.44], [-1.45, 0.44, 0.12], [-2.55, 1.92, -0.39], [0.37, 1.26, 0.71], [2.46, -1.48, -0.76], [0.64, -0.76, -0.35], [-0.59, 0.48, 1.36]],
  "nbo_charge": [-0.410, -0.356, 0.249, 0.550, 0.202, -0.527, -0.651, -0.058],
  "largest_force_ev_per_a": 5.6,
  "smiles": "[O-][N+]([O-])=NCCl",
  "charge": -1,
  "gap_ev": 7.896,
  "homo_energy_ha": -0.1556,
  "lumo_ev": 3.662,
  "de_lowest_kj_mol": 155.8,
  "total_energy_ha": -759.39941
}



{
  "formula": "CH2ClN2O3S",
  "method": "ωB97M-V/def2-TZVPD",
  "elements": ["Cl", "O", "C", "O", "O", "S", "H", "N", "N", "H"],
  "positions_angstrom": [[3.062, 1.456, 0.062], [-0.649, -1.595, -1.105], [0.262, -2.363, -0.769], [-1.558, 0.786, -1.298], [0.826, 0.303, -1.406], [-0.432, 0.122, -0.720], [-1.223, 0.298, 1.137], [0.878, -3.243, -0.348], [-0.343, 0.182, 0.786], [2.084, 1.242, -0.802]],
  "forces_ev_per_a": [[0.17, 0.30, -0.16], [-2.07, 1.74, -1.38], [0.51, -1.78, 1.24], [-0.76, -0.65, -0.77], [0.14, 0.00, -0.21], [0.68, 1.17, 0.90], [-2.88, 0.39, 1.25], [0.92, -0.26, -0.16], [3.17, -0.63, -1.13], [0.12, -0.29, 0.44]],
  "nbo_charge": [-0.382, -0.690, 0.578, -0.962, -0.994, 2.441, 0.356, -0.501, -1.175, 0.330],
  "largest_force_ev_per_a": 3.4,
  "charge": -1,
  "gap_ev": 9.823,
  "homo_energy_ha": -0.2269,
  "lumo_ev": 3.648,
  "de_lowest_kj_mol": 93.4,
  "total_energy_ha": -1232.96357
}



{
  "formula": "CH2ClNO",
  "method": "ωB97M-V/def2-TZVPD",
  "elements": ["H", "O", "C", "Cl", "N", "H"],
  "positions_angstrom": [[-0.139, -0.419, 1.212], [-0.584, 0.973, -0.292], [0.286, 0.249, 0.452], [-0.758, -1.524, -1.207], [0.098, -0.019, -1.049], [1.097, 0.741, 0.884]],
  "forces_ev_per_a": [[-0.21, -0.35, -0.83], [-1.79, 0.63, -0.66], [-0.97, -1.41, -0.57], [-0.72, -0.22, -0.09], [1.85, 0.37, 2.41], [1.84, 0.96, -0.24]],
  "nbo_charge": [0.171, -0.341, 0.053, 0.064, -0.118, 0.172],
  "largest_force_ev_per_a": 3.1,
  "smiles": "ClN1CO1",
  "gap_ev": 11.214,
  "homo_energy_ha": -0.3847,
  "lumo_ev": 0.747,
  "de_lowest_kj_mol": 401.0,
  "total_energy_ha": -629.34800
}



{
  "formula": "CH2ClNO2",
  "method": "ωB97M-V/def2-TZVPD",
  "elements": ["Cl", "O", "H", "N", "O", "H", "C"],
  "positions_angstrom": [[-1.836, -0.143, -0.976], [0.920, -1.647, 0.125], [0.951, 1.335, -0.078], [-0.862, -0.220, 0.476], [1.227, 0.482, -0.435], [-0.893, 0.735, 0.825], [0.493, -0.542, 0.063]],
  "forces_ev_per_a": [[0.03, -0.08, 0.15], [-0.12, 0.13, -0.17], [-0.17, -0.05, -0.27], [0.07, 0.21, -0.15], [0.22, -0.01, 0.38], [-0.08, -0.04, 0.07], [0.04, -0.17, 0.00]],
  "nbo_charge": [0.107, -0.503, 0.485, -0.636, -0.673, 0.362, 0.859],
  "largest_force_ev_per_a": 0.4,
  "smiles": "O=C(O)NCl",
  "gap_ev": 10.483,
  "homo_energy_ha": -0.3892,
  "lumo_ev": -0.107,
  "de_lowest_kj_mol": 67.8,
  "total_energy_ha": -704.69463
}



{
  "formula": "CH2ClNO2S2",
  "method": "ωB97M-V/def2-TZVPD",
  "elements": ["O", "O", "S", "N", "C", "S", "H", "H", "Cl"],
  "positions_angstrom": [[0.038, 0.022, 1.720], [0.109, -1.990, 0.298], [-0.543, -0.785, 0.675], [-0.917, 0.132, -0.599], [1.062, 1.255, -0.506], [0.812, 2.707, -0.987], [-0.955, -0.301, -1.513], [-1.756, -1.312, 0.792], [2.151, 0.273, 0.120]],
  "forces_ev_per_a": [[-1.43, -0.24, 0.03], [1.67, -1.37, -0.26], [-1.20, -0.24, -1.62], [2.38, 2.29, 0.98], [-2.53, 0.64, -0.77], [0.18, -0.50, 0.12], [0.26, -0.64, 0.17], [-0.90, 0.55, 1.53], [1.58, -0.49, -0.19]],
  "nbo_charge": [-0.941, -0.991, 2.130, -1.028, -0.178, 0.349, 0.387, -0.028, 0.302],
  "largest_force_ev_per_a": 3.4,
  "gap_ev": [8.245, 8.242],
  "homo_energy_ha": [-0.3549, -0.3548],
  "lumo_ev": [-1.412, -1.413],
  "de_lowest_kj_mol": 397.1,
  "total_energy_ha": -1500.93528
}



{
  "formula": "CH2ClNO2S2",
  "method": "ωB97M-V/def2-TZVPD",
  "elements": ["O", "Cl", "C", "O", "S", "H", "S", "N", "H"],
  "positions_angstrom": [[-0.892, 0.228, 0.499], [-2.271, -1.177, -1.042], [-1.207, -1.070, 0.284], [1.002, 1.807, 1.207], [-0.528, -2.383, 0.932], [1.108, 1.649, -1.814], [0.680, 0.746, 0.303], [1.036, 0.742, -1.209], [1.073, -0.541, 0.839]],
  "forces_ev_per_a": [[-1.07, 0.36, 0.66], [-0.69, 0.01, -0.25], [0.97, 0.15, -0.68], [-0.98, -0.17, -0.02], [-0.04, 0.49, 0.41], [-0.36, -2.01, 2.13], [2.61, -1.85, -2.56], [-0.56, 1.38, 1.30], [0.13, 1.64, -0.99]],
  "nbo_charge": [-0.718, 0.086, 0.087, -0.870, 0.074, 0.427, 1.985, -1.129, 0.059],
  "largest_force_ev_per_a": 4.1,
  "smiles": "N=[S@@H](=O)OC(=S)Cl",
  "gap_ev": 8.889,
  "homo_energy_ha": -0.3658,
  "lumo_ev": -1.066,
  "de_lowest_kj_mol": 248.9,
  "total_energy_ha": -1500.99169
}



{
  "formula": "CH2ClNOS2",
  "method": "ωB97M-V/def2-TZVPD",
  "elements": ["H", "C", "H", "Cl", "S", "S", "O", "N"],
  "positions_angstrom": [[-0.552, -1.763, -1.158], [1.218, -0.585, -1.017], [1.865, 2.345, -0.560], [0.651, 2.375, -0.119], [3.353, -0.249, 0.679], [0.169, -1.590, -0.021], [0.787, -0.180, -2.056], [2.413, -0.270, -0.544]],
  "forces_ev_per_a": [[-0.13, -0.14, 0.70], [-1.68, -0.22, 0.06], [-0.42, 0.04, 0.07], [0.33, 0.24, 0.01], [-0.67, -0.12, -0.47], [-0.36, -0.71, -0.04], [0.15, 0.46, -1.43], [2.78, 0.45, 1.10]],
  "nbo_charge": [0.169, 0.468, 0.270, -0.267, 0.551, -0.028, -0.530, -0.634],
  "largest_force_ev_per_a": 3.0,
  "smiles": "O=C(S)N=S.Cl",
  "gap_ev": [7.055, 7.069],
  "homo_energy_ha": [-0.3437, -0.3508],
  "lumo_ev": [-2.298, -2.477],
  "de_lowest_kj_mol": 113.7,
  "total_energy_ha": -1425.78522
}



{
  "formula": "CH2ClO2S2",
  "method": "ωB97M-V/def2-TZVPD",
  "elements": ["O", "H", "S", "S", "C", "O", "H", "Cl"],
  "positions_angstrom": [[0.772, 1.664, -1.446], [-1.232, -1.376, -0.763], [1.093, 0.936, -0.223], [2.529, -0.428, -0.450], [-1.132, -0.966, 0.228], [1.244, 1.758, 0.973], [-0.800, -1.611, 1.020], [-2.474, 0.023, 0.662]],
  "forces_ev_per_a": [[-0.16, -0.05, -0.03], [0.23, 0.05, -0.15], [-0.08, -0.69, 0.04], [-0.11, 0.11, 0.01], [0.18, 0.51, -0.24], [-0.15, -0.06, 0.08], [0.28, 0.02, 0.17], [-0.19, 0.12, 0.12]],
  "nbo_charge": [-0.949, 0.178, 1.695, -0.647, -0.453, -0.947, 0.178, -0.056],
  "largest_force_ev_per_a": 0.7,
  "charge": -1,
  "gap_ev": [6.841, 7.651],
  "homo_energy_ha": [-0.1310, -0.1611],
  "lumo_ev": [3.277, 3.267],
  "de_lowest_kj_mol": 173.3,
  "total_energy_ha": -1446.33061
}



{
  "formula": "CH2ClO3S",
  "method": "ωB97M-V/def2-TZVPD",
  "elements": ["C", "Cl", "O", "H", "S", "O", "O", "H"],
  "positions_angstrom": [[1.276, 0.359, -0.393], [2.032, 1.977, -0.174], [-2.028, -0.488, 1.779], [1.950, -0.325, 0.283], [-1.923, -0.360, 0.335], [-0.636, 0.441, -0.044], [-2.037, -1.656, -0.400], [1.366, 0.052, -1.386]],
  "forces_ev_per_a": [[1.36, -0.81, 3.36], [-0.66, -0.43, -0.23], [0.05, -0.42, 0.83], [-1.91, 1.07, -1.06], [-0.82, -0.96, -0.91], [1.89, 0.77, -1.01], [0.45, 0.97, 0.60], [-0.35, -0.20, -1.58]],
  "nbo_charge": [-0.225, -0.117, -1.007, 0.178, 1.901, -0.880, -1.014, 0.164],
  "largest_force_ev_per_a": 3.7,
  "charge": -1,
  "gap_ev": [7.167, 6.781],
  "homo_energy_ha": [-0.1369, -0.1234],
  "lumo_ev": [3.441, 3.424],
  "de_lowest_kj_mol": 282.3,
  "total_energy_ha": -1123.35598
}